<A>
{
  "formula": "C2H5NS2",
  "method": "ωB97M-V/def2-TZVPD",
  "homo_lumo_gap_ev": 9.045,
  "homo_energy_ha": -0.3255,
  "symbols": ["S", "S", "N", "C", "C", "H", "H", "H", "H", "H"],
  "coordinates": [[-1.203, -1.119, 1.340], [2.896, -0.833, -2.324], [0.229, -0.436, -1.004], [-0.175, -0.732, 0.027], [-1.507, 0.677, 1.716], [-0.983, 1.024, 2.623], [-1.305, 1.209, 0.722], [1.623, -0.617, -2.034], [3.036, 0.185, -3.119], [-2.611, 0.642, 2.052]],
  "lowdin_charge": [0.850, 0.480, 0.063, -0.608, -0.364, 0.037, 0.063, -0.314, -0.261, 0.055]
}

<B>
{
  "formula": "C2H5NS2",
  "method": "ωB97M-V/def2-TZVPD",
  "homo_lumo_gap_ev": 8.344,
  "homo_energy_ha": -0.3069,
  "symbols": ["S", "S", "N", "C", "C", "H", "H", "H", "H", "H"],
  "coordinates": [[-2.321, -0.592, -0.304], [1.873, -0.488, -0.293], [-0.271, 1.349, 0.101], [-0.695, 0.041, 0.170], [0.209, -1.050, 0.490], [-0.292, -2.080, 0.117], [-0.905, 2.134, -0.330], [1.342, -0.122, -1.618], [0.395, -0.654, 1.693], [0.664, 1.461, -0.025]],
  "lowdin_charge": [0.470, 0.623, 0.037, -0.930, -0.559, 0.102, 0.170, -0.047, 0.170, -0.035]
}

Which structure is the least stable? The one labeled <B>.